Entry 1:
Below is a molecular structure, CH3FS at a distorted geometry, with properties calculated with wB97M-V/def2-TZVPD.

Structure (ORCA input):
```
! RIJCOSX wB97M-V def2-TZVPD def2/J DEFGRID3
* xyz 0 1
C 0.07 -0.19 -0.46
F 1.01 -0.16 -1.38
S -0.22 -1.75 0.01
H -0.82 1.97 1.60
H -0.50 2.53 1.16
H 0.44 -2.41 -0.94
*
```

Formally, the Löwdin partial charges of the atoms, in units of the elementary charge, are as follows: atom 1 (C): -0.59, atom 2 (F): -0.11, atom 3 (S): 0.81, atom 4 (H): 0.00, atom 5 (H): 0.01, atom 6 (H): -0.12



Entry 2:
Below is C10H15NO3 in the gas phase at a distorted geometry, with properties calculated with wB97M-V/def2-TZVPD.

Structure (ORCA input):
```
! RIJCOSX wB97M-V def2-TZVPD def2/J DEFGRID3
* xyz 0 1
C -1.58 0.74 -1.58
C -1.72 0.30 -0.07
C -1.96 1.60 0.76
C -2.76 -0.85 -0.11
C -0.37 -0.27 0.30
C -0.10 -1.54 0.73
C 1.18 -2.06 0.96
C 2.38 -1.47 0.71
C 2.30 -0.16 -0.08
N 3.68 0.49 -0.15
O 4.58 -0.27 0.20
O 3.80 1.63 -0.55
C 1.02 0.65 0.33
O 1.04 1.82 -0.44
H -2.53 0.44 -2.09
H -0.82 0.05 -1.98
H -1.34 1.73 -1.80
H -2.86 2.02 0.32
H -2.26 1.37 1.86
H -1.11 2.26 0.68
H -2.84 -1.35 0.93
H -2.27 -1.55 -0.77
H -3.70 -0.38 -0.38
H -0.90 -2.20 0.88
H 1.12 -3.05 1.55
H 3.29 -2.05 0.68
H 2.07 -0.59 -1.12
H 1.05 0.94 1.42
H 1.62 1.76 -1.20
*
```

Formally, the Löwdin partial charges of the atoms, in units of the elementary charge, are as follows: atom 1 (C): -0.04, atom 2 (C): -0.54, atom 3 (C): -0.03, atom 4 (C): -0.05, atom 5 (C): -0.09, atom 6 (C): -0.09, atom 7 (C): -0.11, atom 8 (C): -0.03, atom 9 (C): -0.14, atom 10 (N): -0.33, atom 11 (O): 0.07, atom 12 (O): 0.10, atom 13 (C): -0.22, atom 14 (O): -0.03, atom 15 (H): 0.09, atom 16 (H): 0.09, atom 17 (H): 0.06, atom 18 (H): 0.08, atom 19 (H): 0.12, atom 20 (H): 0.06, atom 21 (H): 0.11, atom 22 (H): 0.08, atom 23 (H): 0.08, atom 24 (H): 0.08, atom 25 (H): 0.14, atom 26 (H): 0.10, atom 27 (H): 0.20, atom 28 (H): 0.17, atom 29 (H): 0.08



Entry 3:
Below is 2 unconnected molecules or ions with the total composition C2H7NO3 at a distorted geometry, with properties calculated with wB97M-V/def2-TZVPD.

Structure (ORCA input):
```
! RIJCOSX wB97M-V def2-TZVPD def2/J DEFGRID3
* xyz 0 1
O -0.22 0.33 2.24
C 0.15 1.47 2.08
O 1.02 1.95 1.18
H -0.26 2.37 2.59
H 1.33 1.15 0.73
N -0.57 -1.48 -1.82
C -0.51 -0.48 -0.79
O 0.85 -0.16 -0.37
H -0.63 -1.28 -2.79
H -0.58 -2.45 -1.47
H -0.90 0.46 -1.33
H -1.04 -0.87 0.04
H 1.36 -1.01 -0.29
*
```

Formally, the Löwdin partial charges of the atoms, in units of the elementary charge, are as follows: atom 1 (O): 0.04, atom 2 (C): -0.39, atom 3 (O): 0.06, atom 4 (H): 0.14, atom 5 (H): 0.07, atom 6 (N): 0.01, atom 7 (C): -0.31, atom 8 (O): -0.13, atom 9 (H): 0.06, atom 10 (H): 0.09, atom 11 (H): 0.15, atom 12 (H): 0.09, atom 13 (H): 0.12



Entry 4:
Below is C4H5N3O2 in the gas phase at a distorted geometry, with properties calculated with wB97M-V/def2-TZVPD.

Structure (ORCA input):
```
! RIJCOSX wB97M-V def2-TZVPD def2/J DEFGRID3
* xyz 0 1
C -0.26 0.09 1.62
N -0.09 0.02 0.18
C -0.11 -1.35 -0.34
N -0.02 -1.51 -1.68
O -0.29 -2.32 0.38
C 0.33 1.06 -0.63
O 0.55 1.03 -1.83
C 0.34 2.43 0.06
N 0.37 3.46 0.60
H 0.57 -0.43 2.11
H -1.18 -0.42 1.89
H -0.31 1.11 2.01
H -0.07 -2.45 -2.06
H 0.18 -0.74 -2.31
*
```

Formally, the Löwdin partial charges of the atoms, in units of the elementary charge, are as follows: atom 1 (C): -0.02, atom 2 (N): 0.00, atom 3 (C): -0.50, atom 4 (N): 0.19, atom 5 (O): 0.06, atom 6 (C): -0.38, atom 7 (O): 0.07, atom 8 (C): -0.09, atom 9 (N): 0.17, atom 10 (H): 0.10, atom 11 (H): 0.10, atom 12 (H): 0.08, atom 13 (H): 0.12, atom 14 (H): 0.08



Entry 5:
Below is C3H6N2O in the gas phase at a distorted geometry, with properties calculated with wB97M-V/def2-TZVPD.

Structure (ORCA input):
```
! RIJCOSX wB97M-V def2-TZVPD def2/J DEFGRID3
* xyz 0 1
N 1.92 -1.45 0.56
C 0.86 -1.06 0.32
C -0.43 -0.35 0.14
N -1.03 0.13 1.36
C -0.10 0.78 -0.85
O 0.65 0.25 -1.91
H -1.12 -1.04 -0.35
H -1.34 -0.64 1.95
H -0.36 0.67 1.89
H -1.03 1.19 -1.23
H 0.44 1.58 -0.32
H 1.54 -0.06 -1.55
*
```

Formally, the Löwdin partial charges of the atoms, in units of the elementary charge, are as follows: atom 1 (N): 0.16, atom 2 (C): -0.19, atom 3 (C): -0.39, atom 4 (N): 0.05, atom 5 (C): -0.25, atom 6 (O): -0.08, atom 7 (H): 0.15, atom 8 (H): 0.09, atom 9 (H): 0.09, atom 10 (H): 0.13, atom 11 (H): 0.13, atom 12 (H): 0.11



How do the records compare in ΔE to the lowest compared entry with this formula, charge and spin? In the order shown, they have 3.0341, 5.4731, 1.3400, 1.3894, 1.4746 eV.